Formula: C4H7NO
Source: the Open Molecules 2025 dataset
Level of theory: ωB97M-V/def2-TZVPD

Geometry as XYZ:
```
13
Properties=species:S:1:pos:R:3:nbo_charge:R:1
O -0.08 1.52 -0.09 -0.680
H -0.04 0.26 1.50 0.218
N 2.59 -0.57 -0.15 -0.303
C 1.52 -0.17 0.11 0.247
H 0.23 1.47 -1.01 0.470
C -2.30 -0.35 -0.02 -0.612
H -2.91 -0.96 -0.65 0.217
H -2.56 -0.45 1.03 0.206
C 0.14 0.22 0.42 -0.009
C -0.81 -0.79 -0.15 -0.402
H -0.60 -0.86 -1.22 0.201
H -0.54 -1.78 0.34 0.220
H -2.37 0.71 -0.39 0.227
```

Results
SMILES   CC[C@H](O)C#N
Strongest force on any atom   2.602 eV/A
Multiplicity   1
HOMO energy   -0.4150 Eh
Relative energy (zero: lowest compared OMol25 entry of this formula, charge and spin)   31.6 kcal per mole

---

Formula: C4H7NO
Source: the Open Molecules 2025 dataset
Level of theory: ωB97M-V/def2-TZVPD

Geometry as XYZ:
```
13
Properties=species:S:1:pos:R:3:nbo_charge:R:1
H 0.97 -0.26 1.64 0.229
C 0.58 0.23 0.75 -0.487
H -3.07 -0.91 0.33 0.482
O -2.44 -0.20 0.52 -0.759
H -0.29 -1.69 0.08 0.210
C -1.50 -0.06 -0.71 0.255
C -0.44 -0.61 0.09 0.132
H 2.19 -0.50 -0.56 0.210
H 1.31 0.91 -1.19 0.233
H 0.14 1.20 1.02 0.235
C 1.71 0.45 -0.28 -0.591
N -1.64 0.33 -1.84 -0.373
H 2.47 1.11 0.15 0.223
```

Results
Strongest force on any atom   1.042 eV/A
Multiplicity   1
HOMO energy (alpha / beta)   -0.3323 / -0.2925 Eh
Relative energy (zero: lowest compared OMol25 entry of this formula, charge and spin)   116.6 kcal per mole

---

Formula: C4H7NO
Source: the Open Molecules 2025 dataset
Level of theory: ωB97M-V/def2-TZVPD

Geometry as XYZ:
```
13
Properties=species:S:1:pos:R:3:nbo_charge:R:1
C -1.76 -1.01 0.43 -0.620
H 1.30 2.19 0.60 0.223
H -2.10 -1.90 -0.10 0.214
N 2.66 0.29 -1.56 -0.534
H 0.32 -1.18 -0.14 0.175
C 1.09 1.21 0.20 -0.093
O -0.17 0.74 0.44 -0.499
H -0.67 -0.26 -1.29 0.168
C -0.51 -0.46 -0.22 -0.070
H -2.56 -0.26 0.41 0.216
H 2.06 1.11 -1.96 0.398
H -1.56 -1.27 1.47 0.215
C 1.95 0.63 -0.61 0.206
```

Results
SMILES   CCOC=C=N
Strongest force on any atom   3.308 eV/A
Multiplicity   1
HOMO energy   -0.3047 Eh
Relative energy (zero: lowest compared OMol25 entry of this formula, charge and spin)   90.9 kcal per mole

---

Formula: C4H7NO
Source: the Open Molecules 2025 dataset
Level of theory: ωB97M-V/def2-TZVPD

Geometry as XYZ:
```
13
Properties=species:S:1:pos:R:3:nbo_charge:R:1
H -0.53 -1.76 0.39 0.408
O -0.46 0.83 -1.27 -0.520
H 1.09 1.85 -0.35 0.196
H -1.99 0.63 0.12 0.191
H -1.86 -0.65 -1.15 0.172
C 0.13 0.08 1.60 -0.418
C -1.31 0.03 -0.49 0.106
H 1.55 0.62 -1.56 0.179
H 0.39 -0.67 2.36 0.145
C 0.92 -0.19 0.37 -0.134
H 1.70 -0.95 0.27 0.193
N -0.45 -0.74 0.42 -0.432
C 0.87 0.85 -0.74 -0.086
```

Results
Strongest force on any atom   0.306 eV/A
Multiplicity   1
HOMO energy   -0.2812 Eh
Relative energy (zero: lowest compared OMol25 entry of this formula, charge and spin)   103.7 kcal per mole

---

Formula: C4H7NO
Source: the Open Molecules 2025 dataset
Level of theory: ωB97M-V/def2-TZVPD

Geometry as XYZ:
```
13
Properties=species:S:1:pos:R:3:nbo_charge:R:1
C 0.05 -1.80 0.65 -0.295
H 1.76 -0.58 -0.13 0.212
O 1.49 2.79 -0.66 -0.948
N -0.19 0.19 -0.28 -0.493
H -2.35 0.26 -0.37 0.213
H 1.16 2.89 0.22 0.473
C 0.76 -0.63 0.27 -0.117
H 0.09 1.08 -0.67 0.424
H 0.60 -2.43 1.33 0.221
C -1.45 -0.26 -0.10 -0.059
C -1.32 -1.60 0.31 -0.324
H -2.08 -2.06 0.91 0.214
H 2.30 3.30 -0.69 0.480
```

Results
SMILES   c1cc[nH]c1.O
Strongest force on any atom   2.963 eV/A
Multiplicity   1
HOMO energy   -0.2969 Eh
Relative energy (zero: lowest compared OMol25 entry of this formula, charge and spin)   39.3 kcal per mole

---

Formula: C4H7NO
Source: the Open Molecules 2025 dataset
Level of theory: ωB97M-V/def2-TZVPD

Geometry as XYZ:
```
13
Properties=species:S:1:pos:R:3:nbo_charge:R:1
H -0.11 0.06 1.88 0.222
H -0.52 1.41 0.42 0.386
H -2.16 -0.23 -0.44 0.100
C -0.59 0.34 0.92 -0.442
H 0.40 -1.46 -1.03 0.196
H 2.39 0.94 -0.53 0.205
C 1.70 0.16 -0.22 -0.231
H 0.73 -0.08 -2.23 0.207
N 0.32 0.52 -0.26 -0.473
C -1.90 -0.28 0.64 0.405
O -2.69 -0.72 1.45 -0.532
C 0.75 -0.45 -1.21 -0.237
H 2.01 -0.46 0.62 0.195
```

Results
SMILES   O=CCN1CC1
Strongest force on any atom   3.572 eV/A
Multiplicity   1
HOMO energy   -0.3220 Eh
Relative energy (zero: lowest compared OMol25 entry of this formula, charge and spin)   108.7 kcal per mole

---

Formula: C4H7NO
Source: the Open Molecules 2025 dataset
Level of theory: ωB97M-V/def2-TZVPD

Geometry as XYZ:
```
13
Properties=species:S:1:pos:R:3:nbo_charge:R:1
C 1.05 1.11 0.39 -0.630
H 0.40 0.66 -1.66 0.217
N 0.83 -1.27 -0.68 0.182
C -1.13 0.04 -0.32 -0.197
H -1.84 0.66 -0.85 0.203
H 0.84 0.77 1.40 0.219
H 0.80 2.17 0.31 0.223
H 2.12 0.97 0.23 0.224
C 0.27 0.30 -0.63 -0.196
H -2.62 -1.26 0.43 0.204
O 1.78 -1.51 0.00 -0.275
H -0.93 -1.63 1.00 0.197
C -1.56 -1.03 0.37 -0.371
```

Results
SMILES   C=C[C@@H](C)N=O
Strongest force on any atom   2.409 eV/A
Multiplicity   1
HOMO energy   -0.3206 Eh
Relative energy (zero: lowest compared OMol25 entry of this formula, charge and spin)   92.4 kcal per mole

---

Formula: C4H7NO
Source: the Open Molecules 2025 dataset
Level of theory: ωB97M-V/def2-TZVPD

Geometry as XYZ:
```
13
Properties=species:S:1:pos:R:3:nbo_charge:R:1
N 0.57 -2.18 2.38 -0.343
H -1.68 0.75 -1.91 0.238
C 0.29 -2.53 1.32 0.081
O -0.01 -0.97 -1.06 -0.578
C -0.06 0.16 -0.63 0.616
H 0.56 1.31 1.11 0.232
H 1.63 -0.07 0.70 0.245
C -1.19 1.10 -0.99 -0.723
H 0.05 -2.80 0.31 0.256
H -0.86 2.13 -1.10 0.225
C 1.00 0.72 0.29 -0.727
H -1.93 1.07 -0.18 0.242
H 1.63 1.41 -0.29 0.238
```

Results
SMILES   CC(C)=O.C#N
Strongest force on any atom   0.986 eV/A
Multiplicity   1
HOMO energy   -0.3695 Eh
Relative energy (zero: lowest compared OMol25 entry of this formula, charge and spin)   30.6 kcal per mole

---

Formula: C4H7NO
Source: the Open Molecules 2025 dataset
Level of theory: ωB97M-V/def2-TZVPD

Geometry as XYZ:
```
13
Properties=species:S:1:pos:R:3:nbo_charge:R:1
H 1.12 0.72 -1.30 0.227
H -2.13 0.77 -0.95 0.202
C 0.96 -0.36 -1.23 -0.731
N -1.07 1.02 0.83 -0.365
C 0.05 0.42 1.66 -0.477
C -0.45 -0.67 -0.81 0.526
H 0.99 0.92 1.40 0.206
H 1.66 -0.77 -0.49 0.248
O -0.98 -1.76 -0.94 -0.514
H 1.15 -0.80 -2.21 0.249
H 0.15 -0.67 1.66 0.196
C -1.28 0.49 -0.32 0.016
H -0.18 0.68 2.70 0.216
```

Results
SMILES   C/N=C\C(C)=O
Strongest force on any atom   1.711 eV/A
Multiplicity   1
HOMO energy   -0.3453 Eh
Relative energy (zero: lowest compared OMol25 entry of this formula, charge and spin)   43.0 kcal per mole

---

Formula: C4H7NO
Source: the Open Molecules 2025 dataset
Level of theory: ωB97M-V/def2-TZVPD

Geometry as XYZ:
```
13
Properties=species:S:1:pos:R:3:nbo_charge:R:1
H -1.80 0.82 0.52 0.222
C 0.17 -1.13 -0.24 -0.460
H -1.27 0.27 2.12 0.222
H -0.79 -1.63 -0.36 0.213
H -0.20 0.01 -2.05 0.203
C 0.18 0.20 0.51 0.347
H 1.49 -0.58 -2.05 0.200
C -0.97 0.82 1.23 -0.641
H 0.92 -1.82 0.15 0.228
N 0.82 0.95 -0.56 -0.150
C 0.65 -0.28 -1.42 -0.243
O 1.52 0.52 0.68 -0.380
H -0.73 1.86 1.48 0.240
```

Results
Strongest force on any atom   0.415 eV/A
Multiplicity   1
HOMO energy   -0.3636 Eh
Relative energy (zero: lowest compared OMol25 entry of this formula, charge and spin)   88.0 kcal per mole